The following is a DFT calculation (ωB97M-V with the def2-TZVPD basis set) of a molecular structure, C32H35AsClCoN2PSe.

Its net charge is +3. As for the expectation value of S²: 6.020. The highest occupied orbital energy (alpha / beta) is -15.34 / -15.35 eV. As for the spin multiplicity: 5. The frontier orbital gap (alpha / beta) comes out at 0.276 / 0.127 Ha. The value obtained for the LUMO energy (alpha / beta) is -7.84 / -11.88 eV. The calculation puts the energy relative to the best compared isomer or geometry (same formula, charge and spin) at 0.000 eV.

Last column: Löwdin charge in e.
CARTESIAN COORDINATES (ANGSTROEM)
1 Co 0.69071 -0.04513 -0.71137  0.09
2 Cl 2.75449 -1.20294 -1.00921  0.73
3 C 3.57396 -1.02387 0.59242  -0.53
4 C 4.83004 -1.58381 0.66306  -0.07
5 C 5.49822 -1.51123 1.88139  -0.01
6 C 4.90566 -0.90141 2.97666  -0.02
7 C 3.64112 -0.34602 2.86539  -0.06
8 C 2.94126 -0.38830 1.65420  -0.38
9 P 1.32634 0.39776 1.50123  1.01
10 C 1.62396 2.18057 1.30059  -0.43
11 C 0.53015 2.98522 0.92526  -0.22
12 C 0.71584 4.34657 0.65270  -0.07
13 C 1.98794 4.90378 0.73901  -0.03
14 C 3.06265 4.10996 1.09700  -0.01
15 C 2.88385 2.74912 1.37455  -0.04
16 C 0.40449 0.04586 2.99607  -0.37
17 C 0.26850 -1.29403 3.37349  -0.10
18 C -0.43349 -1.60998 4.52239  -0.04
19 C -1.00078 -0.59807 5.29028  -0.03
20 C -0.86060 0.73117 4.91770  -0.04
21 C -0.15729 1.06052 3.76854  -0.07
22 H 5.27719 -2.07201 -0.18967  0.12
23 H 6.48423 -1.94514 1.96678  0.13
24 H 5.42733 -0.86260 3.92188  0.13
25 H 3.17894 0.11914 3.72755  0.13
26 H -0.47076 2.56757 0.89779  0.11
27 H -0.13404 4.96933 0.40686  0.13
28 H 2.13301 5.95496 0.53769  0.13
29 H 4.04977 4.54344 1.17380  0.13
30 H 3.73961 2.14801 1.65295  0.12
31 H 0.73048 -2.08523 2.79381  0.11
32 H -0.52991 -2.64247 4.82769  0.12
33 H -1.54571 -0.84887 6.18985  0.13
34 H -1.28606 1.51487 5.52820  0.12
35 H -0.03523 2.10103 3.49702  0.10
36 C 2.37420 2.85121 -4.72921  0.02
37 N 0.92566 2.88868 -4.52320  -0.10
38 C 0.00754 3.23016 -5.47739  0.04
39 C -1.21795 3.17858 -4.89399  0.03
40 N -1.03189 2.78590 -3.59686  -0.10
41 C -2.08856 2.71176 -2.59483  0.02
42 C 0.27959 2.60395 -3.37757  -0.56
43 Se 1.15359 2.22407 -1.75217  1.06
44 H 2.57404 3.20572 -5.73613  0.11
45 H 2.73557 1.83034 -4.62351  0.11
46 H 2.85368 3.51090 -4.00827  0.10
47 H 0.29226 3.47637 -6.48451  0.16
48 H -2.19127 3.39529 -5.29531  0.16
49 H -3.00288 2.38476 -3.08301  0.11
50 H -2.23623 3.69390 -2.14877  0.12
51 H -1.79958 1.98849 -1.83107  0.05
52 C -2.99370 -0.62992 -0.97790  -0.26
53 As -1.26101 -1.47677 -1.14823  1.10
54 C -1.36134 -2.36290 -2.86422  -0.26
55 C -1.26171 -2.93839 0.17060  -0.30
56 C -2.55043 -3.70152 0.16682  -0.33
57 C -3.57606 -3.34451 1.04625  -0.07
58 C -4.76552 -4.05297 1.05368  -0.06
59 C -4.94277 -5.12436 0.18279  -0.05
60 C -3.92333 -5.48849 -0.69143  -0.05
61 C -2.73207 -4.78152 -0.70058  -0.06
62 H -3.73618 -1.42252 -0.88113  0.04
63 H -3.20474 -0.04831 -1.87678  0.02
64 H -3.03807 0.00947 -0.09796  0.04
65 H -2.26692 -2.97075 -2.87304  0.05
66 H -0.49131 -3.00275 -3.00556  0.04
67 H -1.40715 -1.62926 -3.66790  0.03
68 H -1.06935 -2.48111 1.14447  0.05
69 H -0.41022 -3.57407 -0.08705  0.09
70 H -3.43796 -2.52155 1.73814  0.11
71 H -5.54984 -3.78130 1.74618  0.12
72 H -5.86884 -5.68125 0.19344  0.12
73 H -4.05094 -6.33329 -1.35318  0.12
74 H -1.93419 -5.08983 -1.36521  0.11

Forces on atoms 1 to 6 (eV/Å):
Co -0.319 -0.303 -0.120
Cl 0.154 0.060 0.247
C -0.142 -0.067 -0.341
C -0.036 0.048 0.170
C 0.000 -0.019 -0.085
C -0.030 0.010 0.011